1.
Computed, not measured: a cluster of 5 separate species, CH10O6 in total in a non-equilibrium geometry, with wB97M-V/def2-TZVPD.

```
17
Properties=species:S:1:pos:R:3
O 1.38913 2.01479 0.10618
O 2.02619 -0.69266 -0.24344
O -1.62645 0.10762 -0.38688
O -1.74564 -2.54535 0.39539
O -0.86234 2.93177 -1.15294
O 0.50225 -1.22835 1.30370
C 1.08674 -1.34632 0.09067
H -1.60498 0.33764 -1.32084
H 0.00250 2.51783 -0.99478
H 2.04247 2.71555 0.15037
H 0.50865 -2.08852 -0.48364
H -2.65491 -2.72708 0.64862
H -0.18138 -1.91302 1.37125
H -1.75408 -1.64669 0.01456
H -1.13776 3.31631 -0.31404
H -1.11874 0.79532 0.05640
H 1.78874 1.18052 0.37976
```

Properties
* total charge: 0
* relative energy (zero: lowest compared OMol25 entry of this formula, charge and spin): 8.8 kcal per mole
* frontier orbital gap: 11.654 eV
* SMILES string: O=CO.O.O.O.O
* total energy: -495.5618 a.u.
* spin multiplicity: 1
* maximum force: 0.0336 hartree/bohr
* lowest unoccupied orbital energy: 0.57 eV
* HOMO energy: -0.407 hartree

***

2.
Computed, not measured: a cluster of 5 separate species, CH10O6 in total in a non-equilibrium geometry, with wB97M-V/def2-TZVPD.

```
17
Properties=species:S:1:pos:R:3
O -0.88596 -1.73405 -2.69105
O 2.21142 -0.60873 2.29997
O 0.31033 0.54681 2.16835
O -3.10989 1.52049 0.22640
O 0.40060 1.34520 -1.69287
O 1.50862 -1.95503 -0.15012
C 1.37504 0.37458 2.69938
H -0.42656 -0.92407 -2.88035
H -0.25947 2.01232 -1.85399
H 0.43632 1.28394 -0.71172
H -4.00351 1.46426 0.55907
H -2.88797 2.44902 0.29493
H 0.59836 -2.24222 -0.03315
H 1.66339 -0.99553 1.57684
H 1.42520 -1.07555 -0.52464
H -0.17620 -2.38908 -2.82168
H 1.82027 0.92765 3.53461
```

Properties
* total charge: 0
* relative energy (zero: lowest compared OMol25 entry of this formula, charge and spin): 23.2 kcal per mole
* frontier orbital gap: 11.426 eV
* SMILES string: O=CO.O.O.O.O
* total energy: -495.5389 a.u.
* spin multiplicity: 1
* maximum force: 0.0264 hartree/bohr
* lowest unoccupied orbital energy: 0.41 eV
* HOMO energy: -0.405 hartree

***

3.
Computed, not measured: a cluster of 4 separate species, CH11N3O3 in total in a non-equilibrium geometry, with wB97M-V/def2-TZVPD.

```
18
Properties=species:S:1:pos:R:3
O 0.75400 0.48595 -2.29572
O 2.01707 1.26928 -0.24508
O 1.78465 -1.21887 0.85556
N -0.83288 1.09332 0.14572
N -1.03771 -1.11807 -0.36568
N -1.50201 -0.49994 1.74083
C -1.61740 -0.11594 0.34656
H 0.46134 -0.42125 -2.19637
H 2.46700 2.06827 -0.51512
H -0.57603 1.28510 -0.84350
H 0.12829 1.10815 0.58445
H 0.88825 -1.35807 0.58931
H 2.07382 -0.31289 0.61208
H -1.57407 -1.53864 -1.11820
H -2.66816 0.10911 0.11222
H -1.44032 -1.51037 1.85851
H 1.40388 0.72771 -1.49406
H -0.72972 -0.05285 2.22853
```

Properties
* total charge: 0
* relative energy (zero: lowest compared OMol25 entry of this formula, charge and spin): 169.1 kcal per mole
* frontier orbital gap: 3.517 eV
* total energy: -434.4513 a.u.
* spin multiplicity: 1
* maximum force: 0.0519 hartree/bohr
* lowest unoccupied orbital energy: -5.07 eV
* HOMO energy: -0.316 hartree

***

4.
Computed, not measured: a cluster of 4 separate species, CH11N8O in total in a non-equilibrium geometry, with wB97M-V/def2-TZVPD.

```
21
Properties=species:S:1:pos:R:3
O -0.47312 1.91044 1.36395
N -1.31179 -0.96052 0.39065
N 1.95204 2.22767 -0.25090
N 0.42675 -0.63729 -1.62505
N 1.85924 -1.77698 0.34096
N 1.93155 -2.67918 0.93797
N -2.85292 -2.23279 1.47339
N 1.04459 1.38476 -0.74438
N -2.22524 -1.80305 0.48126
C 1.26057 0.39730 -1.51198
H 2.83709 2.25307 -0.83051
H -1.45430 1.92386 1.43726
H -3.49713 -2.90316 1.35235
H 0.01631 1.40370 -0.29494
H 2.11185 0.37184 -2.12208
H -0.24754 -0.70869 -0.86403
H 0.66854 -1.29832 -2.42223
H 1.57137 3.07500 0.13432
H -2.17217 -2.24258 -0.46889
H -0.24879 2.66055 1.97939
H -1.19690 -0.36564 1.24350
```

Properties
* total charge: +1
* relative energy (zero: lowest compared OMol25 entry of this formula, charge and spin): 3.4 kcal per mole
* frontier orbital gap: 9.600 eV
* total energy: -557.6376 a.u.
* spin multiplicity: 1
* maximum force: 0.1061 hartree/bohr
* lowest unoccupied orbital energy: -2.84 eV
* HOMO energy: -0.457 hartree

***

5.
Computed, not measured: a cluster of 5 separate species, CH11O5 in total in a non-equilibrium geometry, with wB97M-V/def2-TZVPD.

```
17
Properties=species:S:1:pos:R:3
O -1.40461 -2.60371 0.14716
O 0.34955 -0.19010 0.14698
O -2.23815 0.40228 1.03189
O 3.31015 0.80011 0.32926
O -0.04534 2.71768 0.46605
C 0.09647 -0.30956 -1.22797
H -1.23570 0.19176 0.64177
H 0.47399 1.90533 0.32231
H -0.76634 -3.28644 0.07449
H -0.96104 2.36761 0.50993
H 3.15122 -0.08503 0.71880
H 0.04632 -1.37107 -1.54313
H -0.88170 -1.79458 0.15389
H 2.46306 1.03274 -0.15408
H -0.82158 0.39428 -1.34325
H -2.46148 -0.36871 1.57955
H 0.92518 0.19742 -1.85366
```

Properties
* total charge: -1
* relative energy (zero: lowest compared OMol25 entry of this formula, charge and spin): 25.3 kcal per mole
* frontier orbital gap: 8.198 eV
* total energy: -420.9105 a.u.
* spin multiplicity: 1
* maximum force: 0.0515 hartree/bohr
* lowest unoccupied orbital energy: 3.86 eV
* HOMO energy: -0.160 hartree

***

6.
Computed, not measured: a structure of composition CH12CdO9 in a non-equilibrium geometry, with wB97M-V/def2-TZVPD.

```
23
Properties=species:S:1:pos:R:3
Cd 10.16000 6.53300 -4.77900
O 8.51700 4.66600 -5.42900
O 10.19000 5.30900 -2.78500
O 10.75400 5.89600 -6.98100
O 8.08000 6.85600 -3.86200
O 6.46300 7.60900 -5.42000
O 8.58400 7.65300 -5.87400
O 10.42100 8.34200 -3.36600
O 11.51500 8.56500 -6.04300
O 12.33700 6.30300 -4.31900
C 7.78500 7.47100 -4.95200
H 9.96000 6.11500 -7.45900
H 10.73600 8.17200 -2.48700
H 10.94000 5.11800 -2.19500
H 12.87500 6.64600 -4.96300
H 11.31300 8.05200 -6.85100
H 7.65600 4.89700 -5.72900
H 9.41600 4.70700 -2.50000
H 13.00900 5.83500 -3.79800
H 11.48000 9.45800 -6.39500
H 11.47100 5.71600 -7.62300
H 9.63700 8.84200 -3.15900
H 8.89100 4.17300 -6.12200
```

Properties
* total charge: 0
* relative energy (zero: lowest compared OMol25 entry of this formula, charge and spin): 17.1 kcal per mole
* frontier orbital gap: 4.522 eV
* total energy: -890.1332 a.u.
* spin multiplicity: 1
* maximum force: 0.1936 hartree/bohr
* lowest unoccupied orbital energy: -0.91 eV
* HOMO energy: -0.200 hartree

***

7.
Computed, not measured: a cluster of 4 separate species, CH12N2O3 in total in a non-equilibrium geometry, with wB97M-V/def2-TZVPD.

```
18
Properties=species:S:1:pos:R:3
O 1.46486 -2.50746 -2.54906
O -0.43896 -2.78005 0.67215
O -1.08432 -0.82874 3.79334
N 1.08126 2.40335 -0.10826
N -1.27887 2.33046 -0.80835
C 0.11641 2.21423 -1.26006
H 0.16867 3.07993 -1.91420
H -0.57549 -0.01607 3.61625
H 0.11107 1.35931 -1.95138
H 0.51527 2.79942 0.65681
H 2.40003 -2.23781 -2.52064
H -1.65068 1.64143 -0.22258
H -0.63305 -3.50503 0.04232
H 1.19412 -1.57410 -2.39543
H 0.42119 -2.37340 0.40147
H 1.47029 1.52687 0.19310
H -0.79782 -1.45611 3.21047
H -1.47150 3.26346 -0.47100
```

Properties
* total charge: +1
* relative energy (zero: lowest compared OMol25 entry of this formula, charge and spin): 29.0 kcal per mole
* frontier orbital gap (spin up / spin down): 9.961 / 4.586 eV
* expectation value of S²: 0.761
* total energy: -380.1357 a.u.
* spin multiplicity: 2
* maximum force: 0.0810 hartree/bohr
* lowest unoccupied orbital energy (spin up / spin down): -4.09 / -9.46 eV
* HOMO energy (spin up / spin down): -0.516 / -0.516 hartree

***

8.
Computed, not measured: a cluster of 4 separate species, CH12N2O3 in total in a non-equilibrium geometry, with wB97M-V/def2-TZVPD.

```
18
Properties=species:S:1:pos:R:3
O 1.32964 -2.06050 -1.80021
O -1.54992 -2.62731 0.74204
O -2.03753 0.16239 0.55760
N 0.61715 0.60989 -0.47971
N 0.46906 2.36756 1.22124
C 1.33497 1.47128 0.38854
H 1.65758 -1.80083 -2.63984
H -2.76600 0.11887 -0.11069
H -1.95418 -0.76154 0.86088
H 0.92212 -1.32171 -1.37989
H -0.48829 2.13963 1.29897
H -1.63205 -2.97710 -0.08746
H -0.53895 -2.68706 0.70869
H 0.08838 -0.05045 0.02673
H -0.08765 1.19876 -1.01769
H 0.69031 3.30734 0.82122
H 2.06277 2.19367 -0.15683
H 1.88258 0.71712 1.04640
```

Properties
* total charge: +1
* relative energy (zero: lowest compared OMol25 entry of this formula, charge and spin): 10.8 kcal per mole
* frontier orbital gap (spin up / spin down): 11.483 / 6.081 eV
* expectation value of S²: 0.758
* total energy: -380.1647 a.u.
* spin multiplicity: 2
* maximum force: 0.0886 hartree/bohr
* lowest unoccupied orbital energy (spin up / spin down): -3.47 / -8.84 eV
* HOMO energy (spin up / spin down): -0.549 / -0.549 hartree

***

9.
Computed, not measured: a cluster of 5 separate species, CH12N2O4 in total in a non-equilibrium geometry, with wB97M-V/def2-TZVPD.

```
19
Properties=species:S:1:pos:R:3
O 1.66178 -2.97038 -0.12349
O -0.06798 -1.23525 1.46821
O -2.68115 1.83464 0.61580
O 0.46192 2.35071 0.99830
N -0.89617 -0.40368 -1.27183
N 1.30326 0.19743 -0.85485
C 0.40067 -0.27650 -1.62944
H 1.12799 1.69263 0.73783
H -2.61273 2.69162 0.17175
H -1.60967 -0.62347 -1.94215
H -0.17029 -1.10458 2.41058
H 2.13218 -0.37758 -0.76347
H 1.02181 -2.31488 0.19814
H 1.08855 -3.50113 -0.67739
H 0.32208 -0.41439 1.12727
H -1.13221 0.00516 -0.37920
H 1.00167 3.11575 1.22350
H 0.68551 -0.62552 -2.63075
H -2.03722 1.95941 1.32119
```

Properties
* total charge: 0
* relative energy (zero: lowest compared OMol25 entry of this formula, charge and spin): 27.7 kcal per mole
* frontier orbital gap: 9.730 eV
* SMILES string: [H]/N=C/N.O.O.O.O
* total energy: -455.7518 a.u.
* spin multiplicity: 1
* maximum force: 0.0424 hartree/bohr
* lowest unoccupied orbital energy: 0.67 eV
* HOMO energy: -0.333 hartree

***

10.
Computed, not measured: a structure of composition CH12N2O5 in a non-equilibrium geometry, with wB97M-V/def2-TZVPD.

```
20
Properties=species:S:1:pos:R:3
O -0.47175 -0.29949 2.63464
O -1.45808 1.72055 -0.74435
O 0.90379 -1.90209 1.09290
O 1.63720 -0.60194 -0.87935
O -1.45817 -0.71968 -0.02059
N 0.14364 0.62580 -2.02171
N 0.74491 1.13654 0.14982
C 0.56328 0.11696 -0.77589
H -0.72318 1.20343 -1.90922
H 1.14134 -2.74294 1.43852
H 1.56911 -1.27472 -0.08094
H -0.36655 -0.58920 -0.32171
H 1.59826 1.61955 -0.02176
H -0.08473 1.68768 -0.01288
H -1.19905 -0.66828 0.95696
H -1.67830 0.23291 -0.31482
H 0.09820 -0.06989 -2.76500
H -2.22843 2.33077 -0.70461
H -0.00697 -1.04018 2.14408
H -0.01078 0.49120 2.35371
```

Properties
* total charge: 0
* relative energy (zero: lowest compared OMol25 entry of this formula, charge and spin): 158.5 kcal per mole
* frontier orbital gap: 6.399 eV
* total energy: -530.8082 a.u.
* spin multiplicity: 1
* maximum force: 0.2392 hartree/bohr
* lowest unoccupied orbital energy: -3.11 eV
* HOMO energy: -0.349 hartree

***

11.
Computed, not measured: a cluster of 4 separate species, CH12NO3 in total in a non-equilibrium geometry, with wB97M-V/def2-TZVPD.

```
17
Properties=species:S:1:pos:R:3
O 1.88554 -1.07983 -0.35367
O 1.00235 0.33725 2.41333
O 0.46820 2.34180 -0.23925
N -0.64664 -0.61060 -0.88900
C -2.04034 -1.07316 -0.70164
H 1.65823 -0.53879 0.41559
H 0.10093 2.97007 -0.88251
H 1.22661 -0.51956 2.79196
H 1.67812 0.94646 2.73724
H -2.02965 -2.13466 -0.39640
H 2.06352 -0.45709 -1.08002
H -0.27751 -0.77514 -1.82474
H -2.63223 -0.92575 -1.62367
H 0.53892 2.70400 0.64337
H 0.02874 -1.12874 -0.26840
H -2.63280 -0.41780 -0.05473
H -0.39197 0.36154 -0.68745
```

Properties
* total charge: +1
* relative energy (zero: lowest compared OMol25 entry of this formula, charge and spin): 26.9 kcal per mole
* frontier orbital gap: 12.406 eV
* total energy: -325.5230 a.u.
* spin multiplicity: 1
* maximum force: 0.0333 hartree/bohr
* lowest unoccupied orbital energy: -3.35 eV
* HOMO energy: -0.579 hartree

***

12.
Computed, not measured: a cluster of 5 separate species, CH12NO4 in total in a non-equilibrium geometry, with wB97M-V/def2-TZVPD.

```
18
Properties=species:S:1:pos:R:3
O 0.91442 0.97444 -1.70065
O 2.17810 3.28256 -0.32700
O 1.18543 -3.65869 -0.33473
O -2.27230 0.38973 3.07505
N -1.14204 0.01100 -0.29194
C -1.52347 -1.20743 -0.67029
H -0.87385 -1.81784 -1.27499
H -1.73257 0.31803 0.48068
H -1.64526 -0.22724 3.43218
H 1.17035 1.76385 -1.28596
H -2.98200 0.50408 3.68843
H 2.97941 2.82076 -0.05835
H 1.39899 -4.49058 -0.79640
H 1.57226 0.57417 -2.24030
H 2.18887 4.00451 0.29558
H 1.75862 -3.06944 -0.90640
H -2.53435 -1.56773 -0.36762
H -0.21058 0.45069 -0.60288
```

Properties
* total charge: 0
* relative energy (zero: lowest compared OMol25 entry of this formula, charge and spin): 11.2 kcal per mole
* frontier orbital gap (spin up / spin down): 4.842 / 9.911 eV
* expectation value of S²: 0.753
* total energy: -400.9085 a.u.
* spin multiplicity: 2
* maximum force: 0.0551 hartree/bohr
* lowest unoccupied orbital energy (spin up / spin down): 0.38 / 0.37 eV
* HOMO energy (spin up / spin down): -0.164 / -0.351 hartree

***

What is the spin multiplicity in the third record? 1

***

What is the formula in the fourth record? CH11N8O

***

Please write out number 12 again, unchanged.
Computed, not measured: a cluster of 5 separate species, CH12NO4 in total in a non-equilibrium geometry, with wB97M-V/def2-TZVPD.

```
18
Properties=species:S:1:pos:R:3
O 0.91442 0.97444 -1.70065
O 2.17810 3.28256 -0.32700
O 1.18543 -3.65869 -0.33473
O -2.27230 0.38973 3.07505
N -1.14204 0.01100 -0.29194
C -1.52347 -1.20743 -0.67029
H -0.87385 -1.81784 -1.27499
H -1.73257 0.31803 0.48068
H -1.64526 -0.22724 3.43218
H 1.17035 1.76385 -1.28596
H -2.98200 0.50408 3.68843
H 2.97941 2.82076 -0.05835
H 1.39899 -4.49058 -0.79640
H 1.57226 0.57417 -2.24030
H 2.18887 4.00451 0.29558
H 1.75862 -3.06944 -0.90640
H -2.53435 -1.56773 -0.36762
H -0.21058 0.45069 -0.60288
```

Properties
* total charge: 0
* relative energy (zero: lowest compared OMol25 entry of this formula, charge and spin): 11.2 kcal per mole
* frontier orbital gap (spin up / spin down): 4.842 / 9.911 eV
* expectation value of S²: 0.753
* total energy: -400.9085 a.u.
* spin multiplicity: 2
* maximum force: 0.0551 hartree/bohr
* lowest unoccupied orbital energy (spin up / spin down): 0.38 / 0.37 eV
* HOMO energy (spin up / spin down): -0.164 / -0.351 hartree